(1)
The following is a DFT calculation (ωB97M-V/def2-TZVPD) of a 2-piece molecular cluster, C2H7N2O2 overall in a non-equilibrium geometry.

```
! RIJCOSX wB97M-V def2-TZVPD def2/J DEFGRID3
* xyz -1 1
N -2.063 0.965 0.755
C -1.152 2.132 0.789
N 0.103 2.050 0.058
H -1.953 0.164 1.337
H -2.264 0.739 -0.200
H -0.782 2.018 1.846
H -1.711 3.095 0.673
H 0.102 2.526 -0.800
H 0.516 1.104 -0.087
O 0.876 -3.039 -0.364
C 1.351 -1.922 -0.819
O 1.233 -0.722 -0.439
H 1.749 -1.922 -1.858
*
```

Summary:
Total energy   -340.4261 a.u.
Maximum force   3.62 eV/A
Frontier orbital gap   8.20 eV

=====

(2)
The following is a DFT calculation (ωB97M-V/def2-TZVPD) of a 2-piece molecular cluster, C2H7N2O2 overall in a non-equilibrium geometry.

```
! RIJCOSX wB97M-V def2-TZVPD def2/J DEFGRID3
* xyz -1 1
N 2.039 2.014 0.499
C 1.090 1.087 0.061
O 1.555 0.049 -0.537
O -0.080 1.353 0.393
H 2.935 2.000 0.012
H 1.659 2.950 0.622
C -0.952 -1.808 -0.243
N -1.910 -0.722 -0.321
H -0.679 -2.080 0.830
H -0.025 -1.508 -0.729
H -1.414 -2.741 -0.601
H -2.734 -0.798 0.257
H -1.484 0.205 -0.242
*
```

Summary:
Total energy   -340.4653 a.u.
Maximum force   2.32 eV/A
Frontier orbital gap   8.56 eV

=====

(3)
The following is a DFT calculation (ωB97M-V/def2-TZVPD) of a 2-piece molecular cluster, C2H7N2O2 overall in a non-equilibrium geometry.

```
! RIJCOSX wB97M-V def2-TZVPD def2/J DEFGRID3
* xyz 1 1
C -0.825 -0.464 1.326
C 0.202 -0.628 -1.018
N -1.893 -0.630 0.328
N -0.687 -0.774 -0.010
O -3.056 -0.382 0.102
O 1.736 1.463 -0.340
H -0.507 0.466 1.663
H 1.531 2.401 -0.470
H -0.665 -1.189 2.059
H 0.578 0.409 -0.962
H -0.210 -0.975 -1.967
H 1.158 -1.125 -0.778
H 2.638 1.426 0.067
*
```

Summary:
Total energy   -339.9162 a.u.
Maximum force   3.83 eV/A
Frontier orbital gap   9.95 eV

=====

- Which formula does entry 3 have?
  C2H7N2O2

=====

- Which of these has the highest maximum force?
  number 3